Entry 1
Entry from the Open Molecules 2025 dataset: a cluster of 2 separate species, C4H9N2 in total (ωB97M-V/def2-TZVPD).

Geometry as XYZ:
```
15
Properties=species:S:1:pos:R:3:mulliken_charge:R:1
C 1.64668 0.78022 -0.03534 -0.704
C 1.91976 -2.50130 0.93676 -0.070
C -1.98960 0.94804 -0.74472 -0.516
C -1.91142 -0.07008 0.29769 -0.611
N 1.08231 -0.50203 -0.00149 0.019
N 1.59397 -1.46228 0.53783 0.142
H 1.55845 0.94062 -1.19783 0.351
H 1.00453 1.62849 0.37550 0.301
H -0.92189 1.09848 -1.22103 0.061
H 2.18381 -3.50692 0.98972 0.503
H -2.07723 2.03248 -0.52120 0.279
H -2.77020 0.58537 -1.32770 0.305
H 2.64577 0.90485 0.37548 0.413
H -1.23662 0.00721 1.25878 0.259
H -2.72832 -0.88314 0.27755 0.268
```

Output
net charge	+1
orbital gap (spin up / spin down)	6.4 / 7.3	eV
spin multiplicity	3
M	85.1	g mol⁻¹
E_LUMO (spin up / spin down)	-4.723 / -7.963	eV

***

Entry 2
Entry from the Open Molecules 2025 dataset: the ion C4H9N2 with charge +1 (ωB97M-V/def2-TZVPD).

Geometry as XYZ:
```
15
Properties=species:S:1:pos:R:3:mulliken_charge:R:1
C -0.30526 0.58636 0.09452 -0.173
C -1.64859 0.16113 -0.31618 0.418
C -2.85948 -0.17084 0.49131 -0.936
C 1.26674 0.21237 0.46981 -0.532
N -0.95601 1.58124 -0.33188 -0.456
N 2.09579 0.94086 -0.55252 -0.406
H -1.83597 -0.11632 -1.31691 0.392
H -3.58719 -0.75614 -0.21452 0.304
H -3.44423 0.70138 0.83594 0.321
H -2.60648 -0.85683 1.33243 0.299
H 1.40245 -0.87357 0.53501 0.319
H 1.64751 0.73883 1.34101 0.326
H 1.68503 1.82895 -0.69666 0.318
H 1.95394 0.29598 -1.45556 0.421
H 3.13507 0.75794 -0.39180 0.385
```

Output
net charge	+1
orbital gap (spin up / spin down)	6.1 / 7.3	eV
spin multiplicity	3
M	85.1	g mol⁻¹
E_LUMO (spin up / spin down)	-3.837 / -7.146	eV

***

Relative energies, unit kJ/mol: entry 1 30.2; entry 2 0.0

***

Entry 1
Entry from the Open Molecules 2025 dataset: an isolated molecule of C4H6OS2 (ωB97M-V/def2-TZVPD).

Geometry as XYZ:
```
13
Properties=species:S:1:pos:R:3:mulliken_charge:R:1
C -0.19227 -0.03916 -0.24873 0.622
C -0.27311 0.98500 0.91445 -0.696
C -0.31069 -1.24094 0.74538 -0.803
C 1.18115 -0.10108 -0.96353 -0.303
H -1.04228 1.20624 -1.99875 0.158
H -0.80041 1.91557 0.71424 0.372
H 0.71515 1.39189 1.22677 0.321
H -0.93051 -2.09319 0.41504 0.399
H 0.67964 -1.64029 0.98189 0.321
H 1.45040 -1.07314 -1.30849 0.431
O 1.96452 0.80690 -1.04490 -0.461
S -1.47996 0.06833 -1.50145 -0.214
S -0.96165 -0.18613 2.06808 -0.147
```

Output
net charge	0
orbital gap	9.6	eV
spin multiplicity	1
SMILES string	O=CC1(S)CSC1
M	134.2	g mol⁻¹
E_LUMO	0.615	eV

***

Entry 2
Entry from the Open Molecules 2025 dataset: an isolated molecule of C4H6OS2 (ωB97M-V/def2-TZVPD).

Geometry as XYZ:
```
13
Properties=species:S:1:pos:R:3:mulliken_charge:R:1
C 0.54070 1.43158 -0.31344 -0.160
C 1.14426 0.34443 -0.63922 0.015
C -0.88895 1.63484 0.26496 -0.641
C 1.01471 -1.98298 0.01125 -0.605
O 1.23638 -0.87694 -0.86363 -0.340
S -2.56012 -0.89177 0.14604 -0.221
S -2.42433 0.93676 -0.59068 0.085
H 1.16916 2.23482 -0.29076 0.384
H -0.97178 1.10481 1.26329 0.319
H -1.19178 2.71980 0.27940 0.328
H 0.07145 -2.40310 -0.22971 0.246
H 1.02539 -1.61620 1.04721 0.318
H 1.83490 -2.63604 -0.08471 0.271
```

Output
net charge	0
orbital gap (spin up / spin down)	9.3 / 5.5	eV
spin multiplicity	1
M	134.2	g mol⁻¹
E_LUMO (spin up / spin down)	0.688 / -1.625	eV

***

Entry 3
Entry from the Open Molecules 2025 dataset: an isolated molecule of C4H6OS2 (ωB97M-V/def2-TZVPD).

Geometry as XYZ:
```
13
Properties=species:S:1:pos:R:3:mulliken_charge:R:1
C 0.92411 -1.31675 -0.34117 -0.454
C 0.48735 1.05190 0.33622 -0.058
C -0.95869 1.36543 -0.39192 -0.632
C -0.27089 -0.97720 0.54618 -0.277
H 1.71706 -1.71990 0.23532 0.345
H 0.34505 -1.95847 -1.14292 0.360
H 0.74167 1.97326 1.08414 0.318
H -1.69658 1.73697 0.25988 0.342
H -0.79701 1.89083 -1.32128 0.382
H -0.75921 -1.86503 0.92850 0.468
O 0.13209 -0.00003 1.26898 -0.438
S 1.58514 0.23432 -0.76429 -0.184
S -1.45009 -0.41531 -0.69762 -0.172
```

Output
net charge	0
orbital gap	9.4	eV
spin multiplicity	1
SMILES string	C1S[C@H]2CS[C@@H]1O2
M	134.2	g mol⁻¹
E_LUMO	0.739	eV

***

Relative energies, unit kJ/mol: entry 1 0.0; entry 2 329.9; entry 3 93.3

***

Entry 1
Entry from the Open Molecules 2025 dataset: a cluster of 2 separate species, C4H13N2OS in total (ωB97M-V/def2-TZVPD).

Geometry as XYZ:
```
21
Properties=species:S:1:pos:R:3:mulliken_charge:R:1
C -0.85320 0.10110 1.70223 -0.379
N 0.55622 0.46712 1.56633 -0.519
C 1.52140 -0.60285 1.47979 -0.439
N 1.06523 -1.73152 0.65632 -0.693
C -1.70763 1.14963 0.98991 -0.894
C -1.95698 0.88053 -0.47892 -0.642
S -0.44749 0.88790 -1.55126 -0.654
H -1.03652 -0.87401 1.23024 0.363
H -1.10297 0.00975 2.76805 0.298
H 0.62485 1.04750 0.73646 0.291
H 1.73619 -1.01019 2.47758 0.287
H 2.39019 -0.12591 1.02471 0.366
H 1.88829 -2.24380 0.33089 0.291
H 0.56878 -1.34903 -0.14131 0.167
H -1.25411 2.13991 1.15237 0.329
H -2.66788 1.23847 1.52945 0.364
H -2.52300 -0.04368 -0.59026 0.280
H -2.59428 1.65884 -0.90818 0.296
H 1.75345 -0.62976 -1.90369 0.255
H 2.40245 -1.42381 -2.98648 0.283
O 2.34216 -1.41295 -2.02317 -0.653
```

Output
net charge	-1
orbital gap	6.6	eV
spin multiplicity	1
M	137.2	g mol⁻¹
E_LUMO	3.665	eV

***

Entry 2
Entry from the Open Molecules 2025 dataset: a cluster of 2 separate species, C4H13N2OS in total (ωB97M-V/def2-TZVPD).

Geometry as XYZ:
```
21
Properties=species:S:1:pos:R:3:mulliken_charge:R:1
C -0.92678 -0.05679 -0.98863 -0.446
N 0.51985 -0.12627 -1.20794 -0.564
C 1.38499 -0.16448 0.02092 -1.020
C 1.34104 1.14994 0.82010 -0.450
S 1.01063 2.67000 -0.14177 -0.666
C -1.31427 -0.07545 0.46225 -0.144
N -2.24850 1.00581 0.94101 -0.744
H -1.32405 -0.69970 -1.70213 0.468
H -1.36951 0.88128 -1.40964 0.208
H 0.79613 0.72190 -1.81407 0.273
H 1.14625 -0.97548 0.60181 0.413
H 2.37370 -0.24487 -0.39561 0.400
H 0.53256 1.10595 1.54532 0.229
H 2.35958 1.16324 1.29365 0.340
H -1.77851 -1.15682 0.74682 0.127
H -0.35854 -0.00021 1.12569 0.071
H -3.21448 1.16719 0.40169 0.213
H -1.93804 1.94634 0.90198 0.293
H -0.06571 -4.96863 0.05059 0.311
H 0.33211 -6.30438 -0.11003 0.329
O -0.55887 -5.82898 0.12662 -0.641
```

Output
net charge	-1
orbital gap	5.4	eV
spin multiplicity	1
M	137.2	g mol⁻¹
E_LUMO	2.697	eV

***

Entry 3
Entry from the Open Molecules 2025 dataset: a cluster of 2 separate species, C4H13N2OS in total (ωB97M-V/def2-TZVPD).

Geometry as XYZ:
```
21
Properties=species:S:1:pos:R:3:mulliken_charge:R:1
N -0.32958 1.73685 -1.13314 -0.746
C -0.18065 0.55284 -0.27848 0.736
C 1.04547 -0.27910 -0.68173 -1.183
S 2.63781 0.46978 -0.12237 -0.636
C -1.43048 -0.34336 -0.36759 -1.346
N -2.30495 -0.43008 0.82654 -0.421
C -2.76060 0.87554 1.28026 -0.863
H -0.13820 2.55352 -0.55789 0.267
H 0.47049 1.73590 -1.75376 0.318
H 0.02465 0.73808 0.76592 0.129
H 1.02090 -1.24073 -0.17487 0.327
H 1.08235 -0.40015 -1.77130 0.347
H -1.33594 -1.36100 -0.66141 0.439
H -2.09819 0.10836 -1.11294 0.494
H -1.77497 -0.90696 1.54509 0.270
H -2.30677 1.19791 2.21317 0.276
H -3.82087 0.81694 1.49987 0.310
H -2.66712 1.65045 0.52740 0.292
H 5.48173 -1.89330 -0.12181 0.326
H 4.21380 -2.80574 0.01729 0.322
O 5.17109 -2.77579 0.06175 -0.659
```

Output
net charge	-1
orbital gap	6.4	eV
spin multiplicity	1
M	137.2	g mol⁻¹
E_LUMO	3.643	eV

***

Relative energies, unit kJ/mol: entry 1 0.0; entry 2 253.1; entry 3 60.7